# 1
{
  "formula": "C24H31MnN5O2S",
  "method": "ωB97M-V/def2-TZVPD",
  "symbols": ["Mn", "C", "N", "C", "C", "C", "N", "C", "C", "C", "C", "C", "C", "C", "O", "C", "C", "C", "N", "C", "C", "C", "C", "C", "C", "C", "O", "H", "H", "H", "H", "H", "H", "H", "H", "H", "H", "H", "H", "H", "H", "H", "H", "H", "H", "H", "H", "H", "H", "H", "H", "H", "S", "C", "N", "C", "C", "N", "H", "H", "H", "H", "H", "H"],
  "coordinates": [[0.15477, 0.17352, 0.21914], [0.99618, 2.39910, 2.29663], [1.49837, 1.65491, 1.10727], [1.91213, 2.67045, 0.07559], [0.85542, 3.12257, -0.93812], [-0.60626, 2.97944, -0.53660], [-1.01566, 1.57487, -0.64946], [-1.94420, 1.28392, -1.48244], [-2.43357, -0.02100, -1.82886], [-3.44474, -0.12315, -2.79873], [-3.93585, -1.34882, -3.17983], [-3.42032, -2.49831, -2.57960], [-2.41924, -2.41965, -1.62762], [-1.90942, -1.18240, -1.25586], [-0.93006, -1.15178, -0.33841], [2.75640, 0.95927, 1.53637], [2.59824, -0.03192, 2.68020], [1.69030, -1.23358, 2.35760], [1.35825, -1.23477, 0.93137], [1.88692, -2.12141, 0.16118], [1.87553, -2.11812, -1.26435], [2.38044, -3.23131, -1.96287], [2.51756, -3.19501, -3.32650], [2.16977, -2.02569, -4.01365], [1.68936, -0.91593, -3.34790], [1.53766, -0.94865, -1.96598], [1.13094, 0.15923, -1.33628], [1.82420, 2.96110, 2.73366], [0.60084, 1.72604, 3.04860], [0.21975, 3.10109, 2.01971], [2.75095, 2.25499, -0.47695], [2.28471, 3.53291, 0.63112], [0.98561, 2.56262, -1.86237], [1.04808, 4.16926, -1.17237], [-1.21295, 3.58075, -1.21288], [-0.81281, 3.32791, 0.47208], [-2.42436, 2.11428, -2.00048], [-3.83025, 0.78279, -3.25310], [-4.70520, -1.42064, -3.93563], [-3.79866, -3.47009, -2.87022], [-2.00060, -3.30914, -1.17222], [3.46075, 1.73081, 1.85829], [3.17898, 0.47759, 0.65677], [2.24081, 0.46663, 3.57928], [3.60406, -0.38540, 2.90989], [0.76973, -1.18467, 2.93269], [2.19507, -2.16582, 2.60793], [2.44150, -2.92948, 0.63923], [2.65931, -4.12047, -1.40846], [2.89800, -4.05181, -3.86436], [2.28128, -1.98723, -5.08971], [1.43029, -0.00995, -3.88000], [-1.33183, 0.43968, 2.17912], [-2.62577, -0.68403, 2.04339], [-3.85830, -0.39736, 2.42923], [-4.76294, -1.55438, 2.32906], [-3.80861, -2.67599, 1.85947], [-2.55188, -1.94174, 1.64120], [-4.12943, 0.50438, 2.78438], [-5.55111, -1.35188, 1.60762], [-5.21739, -1.77229, 3.29153], [-4.14518, -3.15275, 0.94231], [-3.66643, -3.43906, 2.62174], [-1.69554, -2.36372, 1.32559]],
  "energy_ev": -79079.998,
  "charge": 2,
  "relative_energy_kcal_mol": 4.1,
  "gap_ev": [6.46, 7.04],
  "multiplicity": 4,
  "s_squared": 3.868,
  "largest_force_ev_per_a": 0.4,
  "lumo_energy_ev": [-7.571, -6.979]
}

=====

# 2
{
  "formula": "C24H31N3O3",
  "method": "ωB97M-V/def2-TZVPD",
  "symbols": ["C", "C", "C", "C", "C", "C", "C", "C", "C", "O", "N", "C", "C", "C", "C", "C", "C", "C", "O", "N", "C", "C", "N", "C", "C", "O", "C", "C", "C", "C", "H", "H", "H", "H", "H", "H", "H", "H", "H", "H", "H", "H", "H", "H", "H", "H", "H", "H", "H", "H", "H", "H", "H", "H", "H", "H", "H", "H", "H", "H", "H"],
  "coordinates": [[-5.64581, -3.05606, -0.67843], [-6.13412, -1.69357, -0.17905], [-6.66925, -1.87133, 1.24906], [-7.26483, -1.22090, -1.10385], [-5.03557, -0.64332, -0.16775], [-5.32455, 0.64851, 0.26958], [-4.35696, 1.62960, 0.29196], [-3.05151, 1.35580, -0.11099], [-2.07369, 2.47842, -0.06773], [-2.43272, 3.64054, -0.05647], [-0.76846, 2.07411, -0.01704], [0.38429, 2.83632, -0.01996], [0.36473, 4.21855, -0.21788], [1.53974, 4.93856, -0.26568], [2.76268, 4.29944, -0.12595], [2.79629, 2.93805, 0.09912], [1.62328, 2.18910, 0.17956], [1.67660, 0.72872, 0.44679], [0.83741, -0.06491, 0.03197], [2.72071, 0.31828, 1.19882], [2.95622, -1.06640, 1.53563], [4.42122, -1.47624, 1.34707], [4.69591, -1.90379, -0.01122], [4.68808, -0.85224, -1.01717], [5.96634, -0.00423, -0.98983], [7.11722, -0.80882, -1.14149], [7.17718, -1.81049, -0.14767], [5.91444, -2.68271, -0.16140], [-2.75443, 0.07298, -0.55897], [-3.73509, -0.90333, -0.58520], [-4.85325, -3.44494, -0.04337], [-5.28462, -2.99182, -1.70215], [-6.47075, -3.76544, -0.65824], [-7.44548, -2.63348, 1.26505], [-5.86684, -2.18160, 1.91522], [-7.09244, -0.94736, 1.63280], [-7.69472, -0.28480, -0.75888], [-8.05593, -1.96697, -1.13871], [-6.88684, -1.07068, -2.11298], [-6.32213, 0.89995, 0.59655], [-4.59211, 2.62968, 0.62459], [-0.58073, 1.07199, 0.00618], [-0.58575, 4.70915, -0.34399], [1.50396, 6.00493, -0.43007], [3.68338, 4.85855, -0.19376], [3.75556, 2.44452, 0.17561], [3.32891, 1.00483, 1.61569], [2.31449, -1.66860, 0.88965], [2.66987, -1.23822, 2.58010], [4.61380, -2.33664, 1.99247], [5.06562, -0.64982, 1.69485], [3.81014, -0.22269, -0.88810], [4.61893, -1.34458, -1.99185], [5.97920, 0.70216, -1.82127], [6.03339, 0.55996, -0.04472], [8.06250, -2.40660, -0.37406], [7.30501, -1.34627, 0.84369], [5.96776, -3.43375, 0.62852], [5.85208, -3.19323, -1.12724], [-1.76710, -0.18499, -0.91330], [-3.46124, -1.88185, -0.94413]],
  "energy_ev": -36005.144,
  "relative_energy_kcal_mol": 17.0,
  "gap_ev": 8.85,
  "largest_force_ev_per_a": 0.6,
  "lumo_energy_ev": 0.474,
  "smiles": "CC(C)(C)c1ccc(C(=O)Nc2ccccc2C(=O)NCCN2CCOCC2)cc1"
}

=====

# 3
{
  "formula": "C24H31N5O3S",
  "method": "ωB97M-V/def2-TZVPD",
  "symbols": ["C", "C", "O", "C", "C", "C", "C", "C", "C", "N", "C", "O", "C", "C", "C", "C", "N", "C", "N", "N", "C", "N", "C", "C", "C", "C", "S", "C", "C", "C", "O", "C", "C", "H", "H", "H", "H", "H", "H", "H", "H", "H", "H", "H", "H", "H", "H", "H", "H", "H", "H", "H", "H", "H", "H", "H", "H", "H", "H", "H", "H", "H", "H", "H"],
  "coordinates": [[1.00104, 5.21592, -0.40771], [-0.28404, 4.42327, -0.18757], [-0.30757, 3.20417, -0.89718], [0.49508, 2.15725, -0.50060], [1.16176, 2.12530, 0.71867], [1.93635, 1.04789, 1.10994], [2.07351, -0.05135, 0.27715], [2.90203, -1.25397, 0.64389], [2.82463, -1.62984, 2.12662], [1.45682, -1.79713, 2.56513], [0.92077, -1.01231, 3.51082], [1.55862, -0.16634, 4.11312], [-0.54392, -1.26518, 3.90241], [-1.25817, 0.08677, 4.03992], [-1.55515, 0.67271, 2.66231], [-2.39961, -0.30652, 1.84658], [-1.70826, -1.56814, 1.73706], [-1.15916, -2.00238, 0.59912], [-0.25359, -2.93322, 0.53662], [0.10852, -3.25323, -0.70412], [-0.49740, -2.58793, -1.61771], [-0.26913, -2.72461, -2.95316], [0.65171, -3.58228, -3.50239], [0.61549, -3.43463, -4.85456], [-0.36122, -2.45009, -5.14785], [-0.88578, -2.03477, -3.96297], [-1.67610, -1.42248, -0.98733], [-1.37536, -2.18477, 3.00381], [1.42242, -0.01742, -0.94481], [0.62512, 1.04845, -1.35563], [0.06086, 0.84645, -2.58265], [-0.76304, 1.79724, -3.22900], [-2.20269, 1.78252, -2.72395], [0.93866, 6.16574, 0.11616], [1.86412, 4.66551, -0.04145], [1.14063, 5.40649, -1.46916], [-0.46419, 4.25937, 0.88244], [-1.13549, 4.97789, -0.59382], [1.07725, 2.95828, 1.39821], [2.41498, 1.08030, 2.07483], [2.56791, -2.10443, 0.04521], [3.94965, -1.06338, 0.39376], [3.36639, -2.56906, 2.28427], [3.27313, -0.86007, 2.75721], [0.88943, -2.40968, 1.98659], [-0.48905, -1.72856, 4.89507], [-2.19137, -0.04458, 4.59303], [-0.61397, 0.76365, 4.60179], [-0.61681, 0.86107, 2.13603], [-2.09114, 1.61761, 2.76140], [-3.36044, -0.47806, 2.34786], [-2.59374, 0.08740, 0.84751], [1.23992, -4.21517, -2.87010], [1.21546, -3.96433, -5.56748], [-0.63580, -2.09906, -6.12257], [-1.63766, -1.30231, -3.74895], [-2.32289, -2.38884, 3.52027], [-0.87961, -3.13626, 2.81337], [1.52579, -0.83925, -1.63769], [-0.34156, 2.80187, -3.14977], [-0.73794, 1.48568, -4.27883], [-2.24326, 2.10852, -1.68881], [-2.61756, 0.77952, -2.79190], [-2.80536, 2.45479, -3.32843]],
  "energy_ev": -49819.250,
  "relative_energy_kcal_mol": 13.1,
  "gap_ev": 8.50,
  "largest_force_ev_per_a": 1.7,
  "lumo_energy_ev": 0.533,
  "smiles": "CCOc1ccc(CCNC(=O)[C@H]2CCCN(c3nnc(-n4cccc4)s3)C2)cc1OCC"
}

=====

# 4
{
  "formula": "C24H31N5O3S",
  "method": "ωB97M-V/def2-TZVPD",
  "symbols": ["C", "C", "C", "C", "C", "N", "C", "O", "C", "C", "C", "C", "C", "S", "N", "C", "C", "C", "C", "C", "O", "C", "O", "C", "N", "N", "N", "C", "C", "C", "C", "C", "C", "H", "H", "H", "H", "H", "H", "H", "H", "H", "H", "H", "H", "H", "H", "H", "H", "H", "H", "H", "H", "H", "H", "H", "H", "H", "H", "H", "H", "H", "H", "H"],
  "coordinates": [[-6.75133, -0.76307, 0.22384], [-5.27605, -0.81031, 0.60090], [-4.29733, -0.86100, -0.58697], [-4.52118, -2.09906, -1.45314], [-4.37479, 0.40523, -1.44262], [-2.93773, -0.97480, -0.04491], [-2.32919, -0.07071, 0.73668], [-2.82072, 0.97270, 1.11085], [-0.90646, -0.47905, 1.17261], [-0.33535, -1.68478, 0.49366], [-0.10528, -2.91469, 1.03038], [0.52776, -3.80395, 0.13275], [0.78054, -3.23760, -1.07240], [0.25004, -1.60520, -1.14506], [0.03397, 0.62840, 1.02400], [-0.10409, 1.49839, -0.12876], [-0.65677, 2.89887, 0.23008], [-1.32490, 3.56176, -0.97764], [-0.12440, 4.15462, -1.71593], [0.87238, 4.43722, -0.58141], [0.37606, 3.79436, 0.59048], [1.02241, 0.68108, 1.94462], [1.02410, -0.01702, 2.94084], [2.22088, 1.57436, 1.61511], [2.89577, 1.01406, 0.47822], [3.09087, 1.70711, -0.65131], [3.60128, 0.97145, -1.55118], [3.76185, -0.28566, -1.05129], [4.24612, -1.46319, -1.62205], [4.24042, -2.58734, -0.83282], [3.77703, -2.56413, 0.49227], [3.30186, -1.41602, 1.08101], [3.29561, -0.27398, 0.28697], [-7.04997, -1.65154, -0.32659], [-6.97571, 0.11393, -0.37633], [-7.35129, -0.71183, 1.12924], [-5.09483, -1.69050, 1.22356], [-5.03010, 0.07161, 1.19318], [-3.74371, -2.17253, -2.21138], [-5.47954, -2.03815, -1.95887], [-4.50606, -3.00132, -0.84491], [-5.34516, 0.48194, -1.92254], [-3.60920, 0.37619, -2.21574], [-4.21393, 1.28098, -0.82048], [-2.43540, -1.82248, -0.26343], [-0.96436, -0.69260, 2.24987], [-0.37030, -3.17194, 2.03982], [0.78782, -4.81668, 0.38155], [1.25389, -3.66895, -1.93131], [-0.79529, 1.01101, -0.81762], [0.84769, 1.62396, -0.64741], [-1.32787, 2.80552, 1.08718], [-1.90128, 2.86464, -1.57962], [-1.98598, 4.35439, -0.62749], [-0.37980, 5.05808, -2.26470], [0.29251, 3.43048, -2.41530], [1.87135, 4.05331, -0.81910], [0.94831, 5.50382, -0.35136], [1.91198, 2.59386, 1.37869], [2.88341, 1.57437, 2.48619], [4.60192, -1.47370, -2.63941], [4.60209, -3.52234, -1.23506], [3.79575, -3.48006, 1.06372], [2.93861, -1.39971, 2.09594]],
  "energy_ev": -49819.818,
  "relative_energy_kcal_mol": 0.0,
  "gap_ev": 9.22,
  "largest_force_ev_per_a": 1.3,
  "lumo_energy_ev": 0.468,
  "smiles": "CCC(C)(C)NC(=O)[C@@H](c1cccs1)N(C[C@@H]1CCCO1)C(=O)Cn1nnc2ccccc21"
}